Record 1
DFT (ωB97M-V/def2-TZVPD) results for a 2-piece molecular cluster, C20H37Cl2NO2P overall at a distorted geometry.

LUMO   -2.67 eV

Structure (ORCA input):
```
! RIJCOSX wB97M-V def2-TZVPD def2/J DEFGRID3
* xyz 1 1
C -0.8887 2.0497 -3.6082
O -1.1117 1.2823 -4.7770
C -2.4581 0.7880 -4.7907
C -2.5220 -0.7383 -4.5153
C -3.6843 -1.1489 -3.5515
C -3.1943 -2.1159 -2.4398
C -3.9977 -2.0330 -1.1276
C -3.6178 -0.8241 -0.2378
C -2.1211 -0.7214 0.1237
C -1.7817 -1.1992 1.5581
C -0.3190 -1.5981 1.7754
N 0.6800 -0.4643 1.7217
C 1.0820 -0.0470 0.3270
C 2.3292 0.8311 0.3445
C 3.5892 0.2709 0.5682
C 4.7131 1.0578 0.5510
C 4.6329 2.4206 0.3005
C 3.3819 2.9714 0.0907
C 2.2163 2.2071 0.1010
C 0.9143 2.9517 -0.1935
P 0.2174 0.9406 2.7557
O -0.8366 1.7393 2.1237
H 0.1808 2.2796 -3.5269
H -1.4838 2.9790 -3.6158
H -1.1877 1.4706 -2.7088
H -2.8776 1.0164 -5.7820
H -3.0523 1.3351 -4.0415
H -1.5353 -1.0368 -4.1315
H -2.6300 -1.2296 -5.4931
H -4.3894 -1.7152 -4.1764
H -4.1499 -0.2280 -3.1765
H -3.3254 -3.1375 -2.8314
H -2.1101 -1.9797 -2.3232
H -3.7908 -2.9484 -0.5494
H -5.0589 -1.9365 -1.3932
H -4.2427 -0.7425 0.6651
H -3.8566 0.0803 -0.8251
H -1.4448 -1.2191 -0.5861
H -1.8607 0.3515 0.0870
H -2.1641 -0.4670 2.2824
H -2.3715 -2.1176 1.7309
H -0.0196 -2.3259 1.0075
H -0.1899 -2.0931 2.7484
H 1.5412 -0.8225 2.1482
H 0.2996 0.4928 -0.2052
H 1.3399 -0.9652 -0.2197
H 3.7055 -0.8030 0.7453
H 5.7018 0.6205 0.6983
H 5.4926 3.0859 0.2569
H 3.3117 4.0422 -0.1056
H 0.2075 2.3781 -0.8062
H 1.1569 3.8538 -0.7705
H 0.4600 3.2622 0.7538
H 1.3549 1.6902 3.1174
H -0.2806 0.3647 3.9459
Cl 1.8969 -0.6830 4.4427
C 3.3901 -1.6801 4.3483
C 4.1971 -1.6022 5.6189
Cl 4.9120 0.0087 5.8488
H 3.9663 -1.3433 3.4878
H 3.0739 -2.7073 4.1693
H 5.0186 -2.3156 5.5726
H 3.5911 -1.8328 6.4927
*
```



Record 2
DFT (ωB97M-V/def2-TZVPD) results for C20H37ClN3OPRe as an isolated structure at a distorted geometry.

LUMO (alpha / beta)   -6.46 / -9.08 eV
Energy relative to the best compared isomer or geometry (same formula, charge and spin)   0.0 kcal/mol

Structure (ORCA input):
```
! RIJCOSX wB97M-V def2-TZVPD def2/J DEFGRID3
* xyz 2 4
C 0.2161 0.2218 -7.1561
C 1.6006 0.7806 -7.5119
C -0.0098 -1.1304 -7.8458
C -0.8815 1.2171 -7.5563
Cl 0.1409 -0.0320 -5.3568
H 0.0331 -0.9984 -8.9280
H -0.9913 -1.5453 -7.5889
H 0.7610 -1.8543 -7.5572
H 1.6635 0.9365 -8.5899
H 2.3949 0.0844 -7.2190
H 1.7786 1.7415 -7.0153
H -0.8497 1.3783 -8.6351
H -0.7385 2.1844 -7.0609
H -1.8756 0.8356 -7.2959
C 1.5714 -1.8647 0.8604
C 0.8170 -2.7473 -0.0291
C 1.0559 -2.2682 -1.3913
H 0.3713 -3.6845 0.2538
C 1.9954 -1.1887 -1.3289
C 2.2467 -0.8906 0.0328
H 2.9119 -0.0967 0.3986
H 1.7229 -2.0235 1.9269
H 0.8016 -2.8233 -2.2967
H 2.4826 -0.7122 -2.1827
C -2.0340 0.5142 0.2017
C -2.0058 -0.7048 0.9850
C -1.9637 -1.8279 0.0559
H -2.2064 -0.7619 2.0514
C -1.9892 -1.2558 -1.2887
C -2.1158 0.1701 -1.1696
H -2.2965 0.8763 -1.9778
H -2.0822 1.5161 0.6226
H -2.1292 -2.8600 0.3345
H -2.2047 -1.8263 -2.1936
Re -0.1221 -0.8673 -0.0503
C -2.0781 1.0779 4.6122
N -1.3148 1.2587 3.3791
C -1.3843 2.6709 2.9127
P 0.0966 0.4396 3.1289
O 0.3578 0.3612 1.6487
N 1.3077 1.3976 3.6693
C 1.8878 2.3533 2.7225
C 1.2681 1.9206 5.0306
N 0.0945 -0.9239 4.0495
C 1.3478 -1.3812 4.6616
C -0.7204 -2.0859 3.6753
H -3.0198 1.6137 4.4278
H -1.5725 1.4975 5.5129
H -2.2846 0.0190 4.7791
H -0.9175 3.3861 3.6340
H -0.9314 2.8151 1.9216
H -2.4552 2.8917 2.8447
H 1.2597 3.2588 2.5742
H 2.8394 2.6501 3.1641
H 2.0631 1.8999 1.7405
H 0.6866 2.8616 5.1008
H 0.8538 1.2035 5.7445
H 2.3113 2.1216 5.2867
H 1.0724 -2.1705 5.3648
H 2.0477 -1.8081 3.9216
H 1.8555 -0.5859 5.1994
H -0.4696 -2.8737 4.3932
H -1.7907 -1.8856 3.7361
H -0.4805 -2.4763 2.6658
*
```



Record 3
DFT (ωB97M-V/def2-TZVPD) results for C20H37F9NO11Zr as an isolated structure at a distorted geometry.

LUMO   2.26 eV
Energy relative to the best compared isomer or geometry (same formula, charge and spin)   0.0 kcal/mol

Structure (ORCA input):
```
! RIJCOSX wB97M-V def2-TZVPD def2/J DEFGRID3
* xyz -1 1
Zr -35.5391 0.0803 -0.7405
C -35.3042 2.7923 -2.7780
O -36.5122 2.5834 -3.5361
O -35.1020 1.8156 -1.9506
C -34.1309 2.9540 -3.7585
F -33.0721 3.4675 -3.1005
F -33.7179 1.8417 -4.3201
F -34.4269 3.8327 -4.7464
C -37.1929 3.7004 -4.0284
C -38.5580 3.3027 -4.5232
H -38.4925 2.5969 -5.3561
H -39.3022 2.9863 -3.7959
H -39.0219 4.1801 -5.0016
H -36.6843 4.0740 -4.9236
H -37.2802 4.5057 -3.2863
H -35.3574 3.7975 -2.2939
C -35.5510 -1.9052 -3.4581
O -34.4740 -2.6379 -2.9051
O -35.9442 -0.9698 -2.6067
C -35.1547 -1.2905 -4.8147
F -33.9602 -0.7023 -4.7949
F -35.1073 -2.2797 -5.7695
F -36.0598 -0.4178 -5.2543
C -34.2492 -3.9364 -3.4197
C -32.9970 -4.4846 -2.7956
H -32.7344 -5.4517 -3.2378
H -32.1402 -3.8529 -3.0383
H -33.0884 -4.6288 -1.7193
H -34.1053 -3.9388 -4.5065
H -35.1354 -4.5692 -3.2613
H -36.4294 -2.5569 -3.6690
C -34.6813 1.2667 2.1273
O -34.0121 0.0266 2.1688
O -35.4103 1.3137 1.0068
C -35.6160 1.4856 3.3157
F -36.5424 0.5155 3.4065
F -34.9685 1.5082 4.5050
F -36.2792 2.6437 3.1990
C -33.0804 -0.2235 3.1831
C -32.3445 -1.4825 2.7797
H -31.5703 -1.7522 3.5008
H -33.0600 -2.3046 2.7558
H -31.8892 -1.3092 1.8059
H -33.5833 -0.3582 4.1489
H -32.3793 0.6095 3.3388
H -33.9416 2.0943 2.1625
C -35.5549 -3.8659 0.5669
C -36.4592 -2.7349 0.9929
C -36.3636 -2.5318 2.5065
O -36.1904 -1.5847 0.2927
H -35.8765 -4.8224 0.9903
H -34.5273 -3.7216 0.9195
H -35.4888 -3.9538 -0.5206
H -37.5173 -3.0006 0.8033
H -36.4564 -3.5238 2.9733
H -37.1881 -1.9546 2.9287
H -35.4291 -2.0759 2.8267
O -31.8090 -1.3639 -2.0635
C -32.2305 -0.4188 -1.1646
O -31.4639 0.4102 -0.7749
O -33.4728 -0.5809 -0.8111
H -32.6003 -1.8990 -2.2468
C -39.0294 -1.1157 -1.4781
C -38.7358 0.3642 -1.6066
C -39.9956 1.2097 -1.3982
O -39.6109 2.5605 -1.2621
C -40.6208 3.3913 -0.7735
N -37.7068 0.7768 -0.5847
H -40.1002 -1.3252 -1.5960
H -38.7557 -1.5038 -0.4956
H -38.4943 -1.6997 -2.2229
H -38.3452 0.6005 -2.5962
H -40.5592 0.8557 -0.5229
H -40.6194 1.0912 -2.2974
H -40.1825 4.3255 -0.4322
H -41.2411 2.9269 -0.0029
H -41.3038 3.6687 -1.5984
H -37.7505 1.7966 -0.6897
H -38.1243 0.5453 0.3154
*
```



Record 4
DFT (ωB97M-V/def2-TZVPD) results for C20H37IN2O12P as an isolated structure.

LUMO   -3.44 eV

Structure (ORCA input):
```
! RIJCOSX wB97M-V def2-TZVPD def2/J DEFGRID3
* xyz 1 1
N 6.2255 -0.5154 1.7655
C 5.4407 -0.6124 0.5480
C 5.0332 0.7065 -0.1499
C 4.6978 1.9124 0.7378
C 3.2466 2.1289 1.2141
I 3.2246 4.1042 2.1002
C 2.1700 2.0795 0.1005
C 1.1975 0.9009 0.2454
C 1.9375 -0.3742 0.6272
P 0.8682 -1.8710 0.5233
O -0.5084 -1.5323 0.8591
O 1.5682 -2.9973 1.4015
O 1.2069 -2.4738 -0.8972
N 2.5427 -0.2005 1.9986
C 2.8427 1.2501 2.3911
H 5.7046 -0.4578 2.6278
H 6.9207 0.2183 1.7514
H 6.0217 -1.1892 -0.1746
H 4.5704 -1.2494 0.7544
H 5.8724 1.0017 -0.7818
H 4.2188 0.5053 -0.8531
H 5.3348 1.8915 1.6261
H 4.9789 2.8131 0.1937
H 2.6596 2.0459 -0.8745
H 1.5806 2.9944 0.1047
H 0.4076 1.1050 0.9709
H 0.6911 0.7311 -0.7065
H 2.7651 -0.5171 -0.0675
H 1.3038 -2.9997 2.3308
H 0.9704 -1.9137 -1.6493
H 1.8819 -0.5349 2.7023
H 3.3765 -0.7856 2.0751
H 1.9219 1.6161 2.8394
H 3.6067 1.2199 3.1662
C -1.5714 -4.6745 -1.1271
C -2.1466 -5.9174 -1.7572
C -1.5368 -6.3390 -3.0844
O -2.6501 -6.9189 -3.7709
C -3.7824 -6.3743 -3.2743
O -4.8619 -6.4560 -3.7615
O -3.5100 -5.6738 -2.1458
H -1.9654 -4.5310 -0.1220
H -0.4837 -4.7391 -1.0677
H -1.8472 -3.8015 -1.7207
H -2.1505 -6.7591 -1.0596
H -0.7408 -7.0729 -2.9980
H -1.1886 -5.4757 -3.6586
C -1.2215 7.9344 3.7065
C 0.0668 7.7221 2.9566
C 0.4969 8.8642 2.0528
O 1.1889 8.1815 0.9997
C 0.7113 6.9219 0.9276
O 0.9448 6.1556 0.0470
O -0.0636 6.6468 1.9999
H -1.3871 7.1492 4.4416
H -1.1908 8.8914 4.2289
H -2.0604 7.9405 3.0107
H 0.8811 7.4481 3.6339
H 1.1686 9.5769 2.5219
H -0.3628 9.3856 1.6256
C -6.5274 -4.0476 -1.4297
C -6.4643 -2.9661 -2.4755
C -5.2902 -3.0603 -3.4301
O -5.0366 -1.6886 -3.7533
C -5.4927 -0.9256 -2.7300
O -5.2594 0.2322 -2.5957
O -6.2268 -1.6729 -1.8779
H -7.4654 -4.0104 -0.8788
H -6.4396 -5.0224 -1.9115
H -5.7041 -3.9292 -0.7245
H -7.4028 -2.8965 -3.0315
H -5.4991 -3.6232 -4.3349
H -4.4094 -3.4748 -2.9322
*
```